Below is a molecular structure, C24H35AsBrF3NO6S2SiV in a non-equilibrium geometry, with properties calculated with ωB97M-V/def2-TZVPD.

Structure (XYZ):
```
75
C24H35AsBrF3NO6S2SiV, DFT ωB97M-V/def2-TZVPD
V -0.235 -0.128 -2.888
O 4.157 1.244 -3.724
As 2.915 1.291 -2.502
O 3.539 1.109 -1.004
O 1.715 0.275 -2.991
C 2.369 3.087 -2.551
C 2.914 3.879 -1.570
C 2.492 5.230 -1.429
C 1.727 5.744 -2.465
C 1.144 4.966 -3.470
C 1.555 3.637 -3.586
S -0.666 2.430 -4.690
O -1.319 3.731 -4.848
O 1.201 2.968 -4.664
O -0.651 1.846 -3.276
H 3.805 1.113 -4.654
H 3.724 3.495 -0.899
H 2.854 5.835 -0.581
H 1.542 6.814 -2.448
H 0.327 5.332 -4.121
F -1.950 -5.229 -3.626
C -2.298 -4.533 -2.531
F -1.229 -4.543 -1.667
F -3.303 -5.170 -1.920
C -2.809 -3.112 -2.783
C -4.111 -2.805 -2.463
C -4.448 -1.436 -2.495
C -3.548 -0.495 -3.031
N -2.238 -0.786 -3.154
C -1.859 -2.095 -3.089
S -0.147 -2.392 -3.283
H -4.925 -3.487 -2.307
H -5.428 -1.168 -2.151
H -3.907 0.442 -3.431
C -1.911 1.310 2.990
C -1.527 -0.162 2.925
C -1.470 -0.777 4.337
C -2.779 -0.836 2.229
Si 0.081 -0.498 1.919
Br -0.494 0.215 -0.267
C 1.566 0.612 2.530
C 2.935 0.111 2.097
C 1.321 1.995 1.921
C 1.644 0.605 4.094
C 0.516 -2.339 1.463
C 1.082 -3.111 2.632
C -0.756 -3.029 0.951
C 1.618 -2.385 0.387
H -2.882 1.317 3.494
H -2.064 1.833 2.006
H -1.197 1.836 3.683
H -2.470 -0.762 4.818
H -0.790 -0.205 4.975
H -1.199 -1.835 4.365
H -3.651 -0.417 2.785
H -2.748 -1.875 2.365
H -2.897 -0.502 1.172
H 3.292 0.344 1.063
H 2.999 -0.981 2.237
H 3.651 0.571 2.783
H 1.578 1.946 0.852
H 1.966 2.747 2.374
H 0.309 2.329 2.134
H 2.166 -0.307 4.475
H 0.688 0.641 4.586
H 2.226 1.524 4.376
H 0.356 -3.311 3.449
H 1.998 -2.592 2.985
H 1.457 -4.105 2.286
H -1.364 -3.275 1.833
H -0.484 -3.986 0.470
H -1.353 -2.440 0.277
H 2.178 -1.461 0.231
H 1.152 -2.626 -0.535
H 2.352 -3.206 0.541
```

Its energy above the lowest of the compared OMol25 structures with the same formula, charge and spin is 27.4 kcal/mol. Its spin multiplicity is 4. Its net charge is -1. The largest force on an atom is 2.45 eV Å⁻¹. The molar mass is 788.53 g/mol. As for the gap between HOMO and LUMO (alpha / beta): 6.735 / 7.552 eV.

***

Below is 7 unconnected molecules or ions with the total composition C31H50INO27S6 in a non-equilibrium geometry, with properties calculated with ωB97M-V/def2-TZVPD.

Structure (XYZ):
```
116
C31H50INO27S6, DFT ωB97M-V/def2-TZVPD
C 0.750 0.608 -0.259
C -0.545 1.333 -0.674
C -1.741 0.391 -1.029
I -1.823 -1.126 0.505
C -1.576 -0.170 -2.442
C -0.637 0.337 -3.336
C -0.504 -0.175 -4.602
C 0.508 0.436 -5.609
C 0.841 1.911 -5.330
C -0.280 2.884 -5.741
C -0.308 4.151 -4.855
C -0.808 3.768 -3.437
C -1.472 4.906 -2.648
C -3.005 4.809 -2.585
O -3.480 3.470 -2.425
C -4.417 3.149 -3.448
C -1.271 -1.246 -5.042
C -2.196 -1.749 -4.180
C -2.350 -1.201 -2.913
C -3.497 -1.978 -2.299
O -4.291 -1.712 -1.430
N -3.559 -3.222 -3.044
C -3.171 -2.892 -4.370
O -3.520 -3.392 -5.415
H 0.752 0.470 0.823
H 0.877 -0.361 -0.752
H 1.647 1.195 -0.489
H -0.386 2.083 -1.446
H -0.887 1.874 0.216
H -2.618 1.042 -0.998
H -0.003 1.162 -3.062
H -0.027 0.415 -6.565
H 1.414 -0.173 -5.664
H 1.715 2.149 -5.949
H 1.166 2.106 -4.304
H -1.278 2.432 -5.758
H -0.072 3.249 -6.756
H 0.683 4.616 -4.789
H -0.977 4.908 -5.284
H 0.072 3.450 -2.865
H -1.453 2.892 -3.539
H -1.113 4.827 -1.613
H -1.173 5.900 -2.997
H -3.447 5.287 -3.465
H -3.321 5.369 -1.702
H -3.907 2.866 -4.381
H -5.046 2.307 -3.149
H -5.097 3.986 -3.631
H -1.198 -1.710 -6.021
H -4.574 -3.357 -3.127
O -5.583 6.138 -1.866
S -6.410 5.306 -1.072
O -6.867 4.042 -1.516
O -7.672 6.168 -0.574
C -7.726 6.180 0.856
C -6.286 6.037 1.297
O -5.715 5.116 0.362
H -8.329 5.330 1.183
H -8.180 7.102 1.209
H -6.195 5.656 2.311
H -5.748 6.984 1.216
O 3.586 1.986 -0.944
S 3.790 2.968 0.057
O 3.005 4.143 0.135
O 5.342 3.376 0.035
C 5.928 3.143 1.321
C 5.128 2.000 1.908
O 3.781 2.255 1.494
H 5.820 4.052 1.917
H 6.983 2.902 1.218
H 5.192 1.957 2.992
H 5.438 1.040 1.488
O -1.084 -2.825 4.831
S -1.185 -4.139 4.315
O -0.038 -4.914 4.003
O -2.157 -4.110 3.043
C -3.260 -5.003 3.244
C -3.458 -5.037 4.744
O -2.129 -5.005 5.281
H -2.980 -5.984 2.856
H -4.139 -4.643 2.716
H -3.982 -5.929 5.076
H -3.989 -4.151 5.096
O 3.447 -3.488 -8.350
S 2.803 -3.409 -7.091
O 3.313 -2.636 -6.019
O 2.547 -4.900 -6.557
C 1.146 -5.085 -6.311
C 0.454 -4.149 -7.277
O 1.274 -2.978 -7.305
H 0.943 -4.804 -5.275
H 0.867 -6.124 -6.464
H -0.555 -3.898 -6.959
H 0.422 -4.573 -8.284
O 5.270 -3.409 6.735
S 5.183 -4.733 6.225
O 6.336 -5.494 5.923
O 4.214 -4.712 4.951
C 3.115 -5.613 5.155
C 2.913 -5.642 6.652
O 4.241 -5.597 7.194
H 3.403 -6.595 4.773
H 2.232 -5.265 4.626
H 2.394 -6.536 6.987
H 2.374 -4.758 6.998
O 7.151 0.482 11.691
S 5.969 -0.300 11.661
O 5.173 -0.505 12.814
O 6.324 -1.722 11.007
C 5.505 -1.950 9.853
C 5.204 -0.570 9.313
O 5.020 0.240 10.482
H 4.594 -2.459 10.175
H 6.029 -2.569 9.131
H 4.314 -0.550 8.691
H 6.050 -0.170 8.750
```

As for the SMILES: CC[C@H](I)c1cc(CCCCCCCOC)cc2c1C(=O)NC2=O.O=S1(=O)OCCO1.O=S1(=O)OCCO1.O=S1(=O)OCCO1.O=S1(=O)OCCO1.O=S1(=O)OCCO1.O=S1(=O)OCCO1. Its net charge is 0. The largest force on an atom is 2.90 eV Å⁻¹. The molar mass is 1188.03 g/mol. As for the gap between HOMO and LUMO: 8.932 eV.

***

Below is 2 unconnected molecules or ions with the total composition C2H4BrCl in a non-equilibrium geometry, with properties calculated with ωB97M-V/def2-TZVPD.

Structure (XYZ):
```
8
C2H4BrCl, DFT ωB97M-V/def2-TZVPD
C 0.627 -0.249 -0.571
C -0.294 -0.161 0.583
Cl 1.485 1.297 -0.819
Br -1.418 -1.648 0.814
H 0.113 -0.502 -1.498
H 1.399 -1.001 -0.366
H -1.655 1.376 0.321
H 0.083 0.231 1.516
```

Its energy above the lowest of the compared OMol25 structures with the same formula, charge and spin is 88.7 kcal/mol. Its net charge is 0. The largest force on an atom is 2.97 eV Å⁻¹. The molar mass is 143.41 g/mol. As for the gap between HOMO and LUMO (alpha / beta): 8.652 / 9.196 eV.

***

Below is C11H19N7 in the gas phase in a non-equilibrium geometry, with properties calculated with ωB97M-V/def2-TZVPD.

Structure (XYZ):
```
37
C11H19N7, DFT ωB97M-V/def2-TZVPD
C 2.835 -2.032 2.924
C 2.645 -1.920 1.422
N 2.017 -0.617 1.119
C 0.886 -0.394 0.440
N 0.549 0.856 0.446
C -0.482 1.141 -0.298
N -0.918 2.371 -0.466
C -0.334 3.633 -0.022
C -1.455 4.659 0.108
C 0.686 4.076 -1.058
N -1.182 0.313 -0.985
C -0.866 -0.934 -0.781
N -1.669 -1.911 -1.399
C -2.715 -1.562 -2.150
N -3.608 -1.400 -2.901
C -1.181 -3.311 -1.540
C -1.609 -4.098 -0.326
N 0.184 -1.358 -0.097
H 3.401 -1.138 3.279
H 1.872 -2.048 3.441
H 3.327 -2.961 3.133
H 3.610 -1.948 0.890
H 2.093 -2.781 1.062
H 2.310 0.212 1.658
H -1.581 2.413 -1.240
H 0.201 3.505 0.889
H -2.287 4.276 0.675
H -1.787 4.998 -0.876
H -1.000 5.524 0.646
H 1.100 5.025 -0.697
H 1.497 3.328 -1.065
H 0.253 4.186 -2.052
H -0.082 -3.385 -1.660
H -1.594 -3.759 -2.458
H -2.684 -4.294 -0.340
H -1.118 -5.059 -0.362
H -1.314 -3.608 0.642
```

Its energy above the lowest of the compared OMol25 structures with the same formula, charge and spin is 0.0 kcal/mol. As for the SMILES: CCNc1nc(NC(C)C)nc(N(C#N)CC)n1. Its net charge is 0. The largest force on an atom is 4.19 eV Å⁻¹. The molar mass is 249.32 g/mol. As for the gap between HOMO and LUMO: 9.749 eV.

***

Below is C5H13Cl2N2OP in the gas phase in a non-equilibrium geometry, with properties calculated with ωB97M-V/def2-TZVPD.

Structure (XYZ):
```
24
C5H13Cl2N2OP, DFT ωB97M-V/def2-TZVPD
C 1.405 -0.437 -3.472
C 0.270 -0.235 1.800
C 1.325 0.301 0.779
C -2.184 -0.423 2.590
C -1.243 0.028 1.410
N 0.396 1.611 -1.836
N -1.605 -0.985 0.342
O 3.008 1.031 -1.749
P 1.628 0.738 -2.137
Cl 1.506 -0.895 -0.401
Cl -3.883 -0.295 2.061
H 1.361 -1.554 -3.246
H 0.471 -0.295 -3.893
H 2.163 -0.209 -4.308
H 0.462 -1.249 1.928
H 0.367 0.261 2.741
H 2.242 0.387 1.305
H 1.073 1.238 0.295
H -1.951 -1.278 3.109
H -2.252 0.302 3.427
H -1.460 1.070 1.059
H 0.621 2.513 -1.475
H -2.620 -1.046 0.145
H -1.100 -0.578 -0.473
```

Its net charge is 0. The largest force on an atom is 4.64 eV Å⁻¹. The molar mass is 219.05 g/mol. As for the gap between HOMO and LUMO: 10.276 eV.

***

Below is a gas-phase ion, C5H5N2 (charge +1) in a non-equilibrium geometry, with properties calculated with ωB97M-V/def2-TZVPD.

Structure (XYZ):
```
12
C5H5N2, DFT ωB97M-V/def2-TZVPD
H -0.434 -1.965 -2.532
N 0.402 -1.592 -2.152
N 0.337 -0.638 -1.142
C 1.394 0.079 -0.648
C 1.454 0.744 0.406
C 0.407 1.186 1.310
C -0.724 0.287 0.817
C -0.767 -0.459 -0.309
H 0.855 0.920 2.303
H 0.341 2.291 1.044
H -1.632 0.139 1.344
H -1.632 -0.991 -0.440
```

Its energy above the lowest of the compared OMol25 structures with the same formula, charge and spin is 120.0 kcal/mol. As for the SMILES: [H]/N=[N+]1/C#CCC=C1. Its net charge is +1. The largest force on an atom is 6.74 eV Å⁻¹. The molar mass is 93.11 g/mol. As for the gap between HOMO and LUMO (alpha / beta): 8.482 / 8.285 eV.